ORCA calculation (the ωB97M-V functional and the def2-TZVPD basis) on a single CHN3O molecule at a distorted geometry.

Each line ends with the Löwdin charge.
Element x y z (Å)
O (0.6936, 0.5017, 0.6621)  -0.101
N (-0.5860, 0.0854, 0.9952)  0.035
N (1.0289, 0.1752, -0.5319)  0.049
N (-1.1357, -0.4268, -0.0374)  0.054
C (-0.1006, -0.3482, -1.0473)  -0.115
H (-0.0950, -0.7606, -1.9951)  0.076

Forces on the atoms, in the same order (eV/Å):
O -0.09 0.28 2.93
N -0.89 -0.17 -1.41
N -2.94 -1.22 -2.92
N 3.31 0.95 -0.59
C 1.09 0.80 3.62
H -0.48 -0.64 -1.62

Calculated values
LUMO = 0.18 eV
Multiplicity = 1
Charge = 0
Max |F| = 0.0841 hartree/bohr
Orbital gap = 11.9 eV
Highest occupied orbital energy = -11.70 eV